ORCA calculation (the ωB97M-V functional and the def2-TZVPD basis) on an isolated molecule of C3H7N3S in a non-equilibrium geometry.

CARTESIAN COORDINATES (ANGSTROEM)
C1 -1.83713 -0.43792 -0.53099
N1 -0.66451 0.10121 -0.06603
N2 0.04423 -0.75005 0.77805
C2 0.08957 1.20758 -0.30777
N3 1.38752 1.41431 -0.05232
C3 2.39675 0.64865 0.42969
S1 2.92295 -0.65719 -0.50995
H1 -1.76116 -1.60678 -0.96350
H2 -2.50289 -0.09223 0.47815
H3 -2.14575 0.13595 -1.49104
H4 0.31918 -1.63064 0.21126
H5 -0.74880 -1.01836 1.65886
H6 -0.40947 1.92957 -1.07589
H7 2.90951 0.75592 1.44148

Properties
strongest force on any atom: 0.10298 hartree/bohr
gap between HOMO and LUMO: 8.3 eV
structure (SMILES): CN(N)/C=N\C=S
energy: -680.7920 a.u.
HOMO energy: -7.97 eV
energy relative to the best compared isomer or geometry (same formula, charge and spin): 499.35 kJ/mol

Charges computed using natural (NBO), reported in e:
1 C -0.43
2 N -0.32
3 N -0.64
4 C 0.33
5 N -0.53
6 C -0.02
7 S -0.20
8 H 0.24
9 H 0.21
10 H 0.22
11 H 0.38
12 H 0.34
13 H 0.19
14 H 0.22

***

ORCA calculation (the ωB97M-V functional and the def2-TZVPD basis) on an isolated molecule of C3H7N3S in a non-equilibrium geometry.

CARTESIAN COORDINATES (ANGSTROEM)
H1 -2.86999 -1.33391 -0.68667
N1 -2.63748 -0.34007 -0.67274
C1 -1.57321 -0.04145 -0.02111
N2 -1.17507 1.26412 0.12700
C2 -0.58427 -1.04536 0.60644
S1 0.97758 -1.25598 -0.24770
N3 1.65854 0.26777 0.12297
C3 2.84700 0.47474 -0.30945
H2 -0.18764 1.44062 0.27094
H3 -1.67993 1.90250 -0.49018
H4 -0.41380 -0.69131 1.62010
H5 -1.10646 -1.99932 0.67529
H6 3.48521 -0.12825 -0.91706
H7 3.25955 1.48591 -0.07784

Properties
strongest force on any atom: 0.05017 hartree/bohr
gap between HOMO and LUMO: 9.5 eV
structure (SMILES): [H]/N=C(/N)CSN=C
energy: -680.9331 a.u.
HOMO energy: -8.86 eV
energy relative to the best compared isomer or geometry (same formula, charge and spin): 129.03 kJ/mol

Charges computed using natural (NBO), reported in e:
1 H 0.34
2 N -0.73
3 C 0.44
4 N -0.83
5 C -0.64
6 S 0.42
7 N -0.58
8 C -0.07
9 H 0.41
10 H 0.40
11 H 0.24
12 H 0.24
13 H 0.17
14 H 0.18

***

Question: Which of these has the highest strongest force on any atom?
Answer: number 1

***

Question: Which formula does entry 1 have?
Answer: C3H7N3S

***

Question: HOMO energy of number 2 (C3H7N3S)?
Answer: -8.86 eV